# C5H11BN3O

An isolated ion of composition C5H11BN3O and charge +1 (wB97M-V/def2-TZVPD, the OMol25 dataset).

Last columns: bonded neighbours and bond lengths (Å).
Positions of all 21 atoms, in Å:
1 C 2.351 -0.985 0.592  N2 1.477, H11 1.083, H12 1.086, H13 1.088
2 N 1.455 0.149 0.288  C1 1.477, C3 1.476, B4 1.441
3 C 2.172 1.404 -0.011  N2 1.476, H14 1.080, H15 1.090, H16 1.089
4 B 0.449 -0.166 -0.696  N2 1.441, O5 1.345, C6 1.614
5 O 0.753 -0.567 -1.944  B4 1.345, H17 0.962
6 C -1.095 -0.087 -0.233  B4 1.614, C7 1.367, N10 1.377
7 C -1.772 -1.142 0.313  C6 1.367, N8 1.387, H18 1.069
8 N -3.034 -0.674 0.649  C7 1.387, C9 1.320, H19 1.008
9 C -3.129 0.602 0.327  N8 1.320, N10 1.331, H20 1.071
10 N -1.972 0.974 -0.217  C6 1.377, C9 1.331, H21 1.006
11 H 3.165 -0.619 1.204  C1 1.083
12 H 1.814 -1.701 1.206  C1 1.086
13 H 2.755 -1.481 -0.289  C1 1.088
14 H 3.064 1.460 0.595  C3 1.080
15 H 2.408 1.520 -1.069  C3 1.090
16 H 1.544 2.249 0.270  C3 1.089
17 H -0.016 -0.715 -2.502  O5 0.962
18 H -1.415 -2.134 0.486  C7 1.069
19 H -3.762 -1.217 1.085  N8 1.008
20 H -3.983 1.229 0.485  C9 1.071
21 H -1.751 1.901 -0.540  N10 1.006

Calculated values
- HOMO-LUMO gap: 0.3221 Eh
- E_HOMO: -11.9 eV
- Structure (SMILES): CN(C)B(O)c1c[nH]c[nH+]1
- Total charge: +1



# C3H4N2

One molecule with the formula C3H4N2 at a distorted geometry (wB97M-V/def2-TZVPD, the OMol25 dataset).

Last columns: bonded neighbours and bond lengths (Å).
Positions of all 9 atoms, in Å:
1 N -1.231 -0.626 -0.124  C2 1.316, H6 1.037
2 C -0.745 0.587 0.033  N1 1.316, C3 1.373, H7 1.089
3 C 0.623 0.661 0.133  C2 1.373, C4 1.403, H8 1.070
4 C 1.163 -0.632 0.055  C3 1.403, N5 1.292, H9 1.095
5 N 0.404 -1.677 0.093  C4 1.292
6 H -2.266 -0.652 -0.050  N1 1.037
7 H -1.366 1.480 0.079  C2 1.089
8 H 1.219 1.548 0.073  C3 1.070
9 H 2.200 -0.688 -0.293  C4 1.095

Calculated values
- HOMO-LUMO gap (spin up / spin down): 0.3123 / 0.3123 Eh
- E_HOMO (spin up / spin down): -8.6 / -8.6 eV
- Energy above the lowest of the compared OMol25 structures with the same formula, charge and spin: 312.9 kJ/mol



# C44H53Br2N11O6S

A 11-piece molecular cluster, C44H53Br2N11O6S overall at a distorted geometry (wB97M-V/def2-TZVPD, the OMol25 dataset).

Last columns: bonded neighbours and bond lengths (Å).
Positions of all 117 atoms, in Å:
1 C 3.376 -6.180 0.964  C2 1.422, H35 1.194
2 C 4.443 -5.709 0.150  C1 1.422, C3 1.665
3 C 5.298 -5.024 -1.103  C2 1.665, C4 1.670, H36 1.170, H37 1.179
4 C 4.496 -3.707 -1.744  C3 1.670, C5 1.670, H38 1.190, H39 1.176
5 C 4.998 -2.380 -0.862  C4 1.670, C6 1.639, H40 1.170, H41 1.194
6 C 3.807 -1.288 -0.587  C5 1.639, C7 1.672, C12 1.653
7 C 2.503 -1.285 -1.634  C6 1.672, C8 1.641, H42 1.193
8 C 1.235 -0.264 -1.421  C7 1.641, C9 1.673, C33 1.673
9 C 1.310 0.781 -0.117  C8 1.673, C10 1.645, C17 1.672
10 C 2.599 0.798 0.905  C9 1.645, Br11 2.032, C12 1.673
11 Br 2.489 2.117 2.446  C10 2.032
12 C 3.893 -0.239 0.687  C6 1.653, C10 1.673, S13 1.872
13 S 5.304 -0.104 1.909  C12 1.872, C14 1.909, O15 1.547, O16 1.576
14 C 5.990 1.668 2.088  S13 1.909, H43 1.176, H44 1.172, H45 1.192
15 O 6.531 -0.995 1.605  S13 1.547
16 O 4.724 -0.559 3.302  S13 1.576
17 C -0.042 1.750 0.060  C9 1.672, O18 1.335, C19 1.673
18 O -0.001 3.047 0.375  C17 1.335
19 C -1.485 0.964 -0.247  C17 1.673, C20 1.673, C31 1.641
20 C -1.560 -0.085 -1.548  C19 1.673, C21 1.639, C33 1.673
21 C -2.903 -0.922 -1.973  C20 1.639, C22 1.669, H46 1.188
22 C -4.242 -0.706 -1.000  C21 1.669, C23 1.660, C27 1.641
23 C -5.573 -1.601 -1.427  C22 1.660, C24 1.672, H47 1.191, H48 1.178
24 C -5.073 -3.196 -1.364  C23 1.672, C25 1.642, H49 1.175, H50 1.194
25 C -4.769 -3.718 0.163  C24 1.642, N26 1.520, H51 1.194, H52 1.192
26 N -3.396 -3.347 0.698  C25 1.520, H53 1.062, H54 1.050
27 C -4.190 0.295 0.300  C22 1.641, C28 1.667, C31 1.642
28 C -5.494 0.494 1.319  C27 1.667, O29 1.500, H55 1.170, H56 1.173
29 O -5.134 -0.282 2.552  C28 1.500, O30 1.303
30 O -6.197 -0.806 3.091  O29 1.303, H57 1.004
31 C -2.831 1.137 0.675  C19 1.641, C27 1.642, Br32 2.031
32 Br -2.724 2.375 2.282  C31 2.031
33 C -0.125 -0.234 -2.395  C8 1.673, C20 1.673, O34 1.351
34 O -0.070 -0.335 -3.741  C33 1.351
35 H 2.404 -6.637 1.483  C1 1.194
36 H 5.555 -5.840 -1.901  C3 1.170
37 H 6.310 -4.644 -0.634  C3 1.179
38 H 3.343 -3.945 -1.574  C4 1.190
39 H 4.768 -3.580 -2.882  C4 1.176
40 H 5.866 -1.870 -1.459  C5 1.170
41 H 5.358 -2.839 0.179  C5 1.194
42 H 2.426 -2.026 -2.566  C7 1.193
43 H 6.277 1.929 3.199  C14 1.176
44 H 5.293 2.474 1.600  C14 1.172
45 H 6.997 1.673 1.449  C14 1.192
46 H -2.901 -1.638 -2.921  C21 1.188
47 H -5.977 -1.307 -2.508  C23 1.191
48 H -6.434 -1.519 -0.626  C23 1.178
49 H -4.174 -3.413 -2.089  C24 1.175
50 H -6.006 -3.811 -1.784  C24 1.194
51 H -4.788 -4.911 0.122  C25 1.194
52 H -5.634 -3.426 0.929  C25 1.192
53 H -3.519 -2.424 1.209  N26 1.062
54 H -3.035 -4.053 1.386  N26 1.050
55 H -6.494 0.079 0.876  C28 1.170
56 H -5.530 1.619 1.652  C28 1.173
57 H -6.884 -0.078 3.156  O30 1.004
58 C -2.453 3.189 6.792  C59 1.520, H61 1.093, H62 1.093, H63 1.094
59 C -2.830 4.208 5.728  C58 1.520, N60 1.261
60 N -3.143 5.052 4.846  C59 1.261
61 H -1.886 2.371 6.340  C58 1.093
62 H -1.840 3.665 7.562  C58 1.093
63 H -3.356 2.783 7.256  C58 1.094
64 C 4.091 5.080 3.974  C65 1.520, H67 1.093, H68 1.093, H69 1.094
65 C 5.594 5.307 3.986  C64 1.520, N66 1.261
66 N 6.841 5.495 3.997  C65 1.261
67 H 3.622 5.646 4.783  C64 1.093
68 H 3.672 5.410 3.019  C64 1.093
69 H 3.873 4.017 4.109  C64 1.094
70 C -8.088 -3.603 4.907  C71 1.520, H73 1.093, H74 1.093, H75 1.094
71 C -8.650 -2.267 4.450  C70 1.520, N72 1.261
72 N -9.116 -1.158 4.071  C71 1.261
73 H -7.474 -3.463 5.801  C70 1.093
74 H -8.906 -4.291 5.140  C70 1.093
75 H -7.472 -4.038 4.116  C70 1.094
76 C -4.308 6.582 1.387  C77 1.520, H79 1.093, H80 1.093, H81 1.094
77 C -4.905 5.452 0.564  C76 1.520, N78 1.261
78 N -5.401 4.514 -0.118  C77 1.261
79 H -4.626 6.493 2.429  C76 1.093
80 H -3.216 6.538 1.342  C76 1.093
81 H -4.642 7.546 0.994  C76 1.094
82 C 4.639 4.212 -1.816  C83 1.520, H85 1.093, H86 1.093, H87 1.094
83 C 5.053 4.429 -0.370  C82 1.520, N84 1.261
84 N 5.397 4.609 0.830  C83 1.261
85 H 4.102 3.264 -1.912  C82 1.093
86 H 3.986 5.026 -2.143  C82 1.093
87 H 5.524 4.185 -2.458  C82 1.094
88 C 6.920 -7.075 3.445  C89 1.520, H91 1.093, H92 1.093, H93 1.094
89 C 6.815 -7.420 1.969  C88 1.520, N90 1.261
90 N 6.728 -7.706 0.744  C89 1.261
91 H 6.002 -6.584 3.780  C88 1.093
92 H 7.071 -7.986 4.031  C88 1.093
93 H 7.765 -6.401 3.612  C88 1.094
94 C -2.074 1.617 -5.224  C95 1.520, H97 1.093, H98 1.093, H99 1.094
95 C -2.195 2.875 -6.069  C94 1.520, N96 1.261
96 N -2.295 3.919 -6.770  C95 1.261
97 H -2.323 1.842 -4.183  C94 1.093
98 H -2.759 0.851 -5.596  C94 1.093
99 H -1.051 1.234 -5.270  C94 1.094
100 C -5.535 4.835 -6.796  C101 1.520, H103 1.093, H104 1.093, H105 1.094
101 C -6.915 4.532 -7.356  C100 1.520, N102 1.261
102 N -8.060 4.280 -7.821  C101 1.261
103 H -5.602 5.026 -5.721  C100 1.093
104 H -4.868 3.985 -6.965  C100 1.093
105 H -5.118 5.718 -7.289  C100 1.094
106 C 8.996 -9.515 -0.716  C107 1.520, H109 1.093, H110 1.093, H111 1.094
107 C 9.821 -10.772 -0.940  C106 1.520, N108 1.261
108 N 10.506 -11.814 -1.126  C107 1.261
109 H 8.083 -9.762 -0.166  C106 1.093
110 H 9.573 -8.788 -0.138  C106 1.093
111 H 8.723 -9.071 -1.677  C106 1.094
112 C -1.616 7.164 -4.541  C113 1.520, H115 1.093, H116 1.093, H117 1.094
113 C -3.049 7.485 -4.933  C112 1.520, N114 1.261
114 N -4.238 7.752 -5.259  C113 1.261
115 H -1.321 6.201 -4.966  C112 1.093
116 H -0.944 7.940 -4.916  C112 1.093
117 H -1.530 7.114 -3.452  C112 1.094

Calculated values
- HOMO-LUMO gap: 0.2514 Eh
- E_HOMO: -9.2 eV
- Structure (SMILES): C#CCCCc1cc2c(c(Br)c1S(C)(=O)=O)C(=O)c1c(cc(CCCN)c(COO)c1Br)C2=O.CC#N.CC#N.CC#N.CC#N.CC#N.CC#N.CC#N.CC#N.CC#N.CC#N



# C23H36BrFN3O8

A 5-piece molecular cluster, C23H36BrFN3O8 overall at a distorted geometry (wB97M-V/def2-TZVPD, the OMol25 dataset).

Last columns: bonded neighbours and bond lengths (Å).
Positions of all 72 atoms, in Å:
1 C -0.625 1.756 1.767  C2 1.575, H13 1.120, H14 1.129, H15 1.130
2 C -1.243 0.705 0.770  C1 1.575, F3 1.424, N4 1.468, H16 1.128
3 F -0.245 0.374 -0.190  C2 1.424
4 N -1.688 -0.549 1.390  C2 1.468, N5 1.355, C8 1.371
5 N -1.151 -1.282 2.397  N4 1.355, C6 1.343
6 C -1.920 -2.369 2.580  N5 1.343, N7 1.444, H17 1.117
7 N -3.027 -2.387 1.653  C6 1.444, C8 1.378, H18 1.019
8 C -2.813 -1.210 0.969  N4 1.371, N7 1.378, C9 1.576
9 C -3.799 -0.743 -0.169  C8 1.576, C10 1.608, H19 1.128, H20 1.130
10 C -4.621 0.498 0.439  C9 1.608, C11 1.591, H21 1.132, H22 1.120
11 C -5.874 0.018 1.294  C10 1.591, Br12 1.998, H23 1.126, H24 1.125
12 Br -5.423 0.161 3.236  C11 1.998
13 H -0.761 1.515 2.853  C1 1.120
14 H -1.019 2.783 1.511  C1 1.129
15 H 0.479 1.805 1.533  C1 1.130
16 H -2.072 1.227 0.213  C2 1.128
17 H -1.738 -3.153 3.353  C6 1.117
18 H -3.760 -3.086 1.544  N7 1.019
19 H -4.480 -1.579 -0.498  C9 1.128
20 H -3.174 -0.417 -1.052  C9 1.130
21 H -3.921 0.990 1.180  C10 1.132
22 H -4.860 1.275 -0.332  C10 1.120
23 H -6.721 0.726 1.073  C11 1.126
24 H -6.147 -1.046 1.051  C11 1.125
25 O -0.922 2.089 -4.487  C26 1.201
26 C -0.047 1.267 -4.532  O25 1.201, O27 1.355, C30 1.509
27 O 0.878 1.200 -5.521  C26 1.355, C28 1.438
28 C 1.705 0.040 -5.328  O27 1.438, C29 1.513, H31 1.091, H32 1.090
29 C 1.580 -0.295 -3.858  C28 1.513, C30 1.517, H33 1.087, H34 1.095
30 C 0.163 0.146 -3.544  C26 1.509, C29 1.517, H35 1.093, H36 1.088
31 H 1.335 -0.762 -5.969  C28 1.091
32 H 2.732 0.271 -5.610  C28 1.090
33 H 1.772 -1.342 -3.638  C29 1.087
34 H 2.289 0.306 -3.279  C29 1.095
35 H -0.563 -0.645 -3.743  C30 1.093
36 H 0.071 0.504 -2.521  C30 1.088
37 O 1.078 4.067 1.020  C38 1.202
38 C 2.261 4.029 0.807  O37 1.202, O39 1.356, C42 1.508
39 O 3.167 3.527 1.683  C38 1.356, C40 1.437
40 C 4.494 3.732 1.171  O39 1.437, C41 1.514, H43 1.093, H44 1.090
41 C 4.322 3.900 -0.323  C40 1.514, C42 1.518, H45 1.090, H46 1.094
42 C 2.958 4.561 -0.420  C38 1.508, C41 1.518, H47 1.092, H48 1.089
43 H 4.915 4.623 1.644  C40 1.093
44 H 5.118 2.874 1.418  C40 1.090
45 H 5.123 4.474 -0.787  C41 1.090
46 H 4.289 2.919 -0.806  C41 1.094
47 H 3.026 5.648 -0.348  C42 1.092
48 H 2.432 4.269 -1.327  C42 1.089
49 O -1.843 2.523 8.579  C50 1.195
50 C -1.993 1.741 7.688  O49 1.195, O51 1.363, C54 1.510
51 O -3.103 0.965 7.538  C50 1.363, C52 1.431
52 C -2.915 0.066 6.440  O51 1.431, C53 1.516, H55 1.094, H56 1.091
53 C -1.845 0.706 5.578  C52 1.516, C54 1.518, H57 1.091, H58 1.095
54 C -0.990 1.427 6.604  C50 1.510, C53 1.518, H59 1.092, H60 1.088
55 H -2.605 -0.906 6.834  C52 1.094
56 H -3.856 -0.055 5.900  C52 1.091
57 H -1.291 -0.014 4.973  C53 1.091
58 H -2.301 1.435 4.902  C53 1.095
59 H -0.212 0.780 7.016  C54 1.092
60 H -0.555 2.339 6.198  C54 1.088
61 O 1.480 -3.017 -5.000  C62 1.203
62 C 2.358 -3.837 -5.055  O61 1.203, O63 1.355, C66 1.509
63 O 3.273 -3.892 -6.053  C62 1.355, C64 1.436
64 C 4.108 -5.047 -5.878  O63 1.436, C65 1.514, H67 1.093, H68 1.090
65 C 4.000 -5.396 -4.408  C64 1.514, C66 1.518, H69 1.090, H70 1.093
66 C 2.583 -4.964 -4.077  C62 1.509, C65 1.518, H71 1.092, H72 1.089
67 H 3.735 -5.847 -6.523  C64 1.093
68 H 5.130 -4.808 -6.168  C64 1.090
69 H 4.201 -6.446 -4.199  C65 1.090
70 H 4.710 -4.796 -3.832  C65 1.093
71 H 1.858 -5.756 -4.275  C66 1.092
72 H 2.498 -4.614 -3.049  C66 1.089

Calculated values
- HOMO-LUMO gap: 0.3037 Eh
- E_HOMO: -11.7 eV
- Total charge: +1